# 1
ORCA calculation (the ωB97M-V functional and the def2-TZVPD basis) on one molecule with the formula C6H13NO.

The geometry in XYZ format:
```
21
Properties=species:S:1:pos:R:3:nbo_charge:R:1
H -1.14 2.77 -0.29 0.366
C -0.34 -0.38 0.34 -0.456
H 0.16 -3.10 -0.43 0.169
H 1.02 1.61 1.34 0.202
H 0.15 -0.17 1.28 0.226
C 0.98 -2.42 -0.25 -0.056
H -2.86 1.51 -1.20 0.192
C -1.09 0.82 -0.21 0.193
H 2.20 -2.57 1.34 0.474
H 0.55 3.25 1.36 0.201
C -2.22 0.68 -0.88 -0.508
H 1.48 -0.36 -0.74 0.201
N -0.80 2.08 0.36 -0.603
H -2.55 -0.25 -1.33 0.196
C 0.60 -1.02 -0.71 -0.419
O 1.26 -2.47 1.15 -0.740
C 0.59 2.38 0.71 -0.422
H -0.01 -1.15 -1.59 0.218
H -1.10 -1.07 0.69 0.225
H 1.25 2.62 -0.13 0.175
H 1.86 -2.76 -0.81 0.166
```

The orbital gap comes out at 0.322 hartree. The value obtained for the highest occupied orbital energy is -7.924 eV. The SMILES is C=C(CCCO)NC. The value obtained for the LUMO energy is 0.846 eV.

# 2
ORCA calculation (the ωB97M-V functional and the def2-TZVPD basis) on a 2-piece molecular cluster, C6H13NO overall.

The geometry in XYZ format:
```
21
Properties=species:S:1:pos:R:3:nbo_charge:R:1
H -0.15 2.10 1.98 0.198
C -1.70 0.56 0.46 -0.675
H -2.03 1.59 0.36 0.218
N 0.72 1.13 0.29 -0.158
H 1.44 2.69 1.43 0.212
H -1.69 0.29 1.52 0.234
H -2.44 -0.07 -0.04 0.220
H 1.29 -1.28 -2.44 0.214
H -1.61 -1.68 -1.77 0.235
H 2.05 -0.50 2.02 0.441
C 0.48 2.30 1.10 -0.443
C -0.31 0.38 -0.11 0.079
H 1.96 0.01 -1.39 0.249
C 0.06 -0.78 -0.78 0.270
H -0.01 3.06 0.48 0.212
H -1.45 -2.14 -0.07 0.235
C 1.41 -0.92 -1.41 -0.670
O 1.24 -0.33 1.51 -0.855
H 1.98 -1.67 -0.86 0.243
H -0.35 -2.82 -1.29 0.224
C -0.88 -1.92 -0.98 -0.682
```

The orbital gap (spin up / spin down) comes out at 0.284 / 0.301 hartree. The value obtained for the highest occupied orbital energy (spin up / spin down) is -7.989 / -8.473 eV. The value obtained for the LUMO energy (spin up / spin down) is -0.267 / -0.294 eV.

# 3
ORCA calculation (the ωB97M-V functional and the def2-TZVPD basis) on one molecule with the formula C6H13NO.

The geometry in XYZ format:
```
21
Properties=species:S:1:pos:R:3:nbo_charge:R:1
H -1.13 -0.26 1.11 0.211
H 1.12 -1.03 1.47 0.209
H -0.87 2.90 1.38 0.184
H 0.73 1.34 1.14 0.370
H 0.43 3.58 1.06 0.191
C 0.68 -1.25 0.51 -0.451
H 1.44 -0.76 -0.26 0.217
H -0.51 3.55 -0.33 0.209
H 0.03 -3.08 -0.58 0.148
C -1.39 1.17 -1.56 -0.508
C 0.69 -2.78 0.36 -0.044
H -1.36 -1.19 -0.40 0.217
C -0.26 2.94 0.48 -0.432
N 0.40 1.69 0.16 -0.640
H 0.35 -3.32 1.27 0.185
H -1.80 0.51 -2.21 0.202
H -1.44 2.16 -1.99 0.198
C -0.50 0.79 -0.63 0.238
H 2.05 -3.17 -1.11 0.471
C -0.63 -0.58 0.18 -0.443
O 2.00 -3.19 -0.04 -0.731
```

The orbital gap comes out at 0.344 hartree. The value obtained for the highest occupied orbital energy is -8.516 eV. The SMILES is C=C(CCCO)NC. The value obtained for the LUMO energy is 0.833 eV.

Sequential largest force on an atom output: 2.06, 0.98, 3.97 eV/A
Sequential ΔE to the lowest compared entry with this formula, charge and spin output: 209.1, 451.6, 386.9 kJ/mol
Sequential calculated total energy output: -366.35426, -366.26188, -366.28652 hartree